(1)
Density functional theory data (ωB97M-V/def2-TZVPD) for a cluster of 3 separate species, C34H70F6N8O14P4S in total in a non-equilibrium geometry.

Structure (XYZ):
```
137
C34H70F6N8O14P4S | OMol25 | ωB97M-V/def2-TZVPD
C 4.86 -2.11 2.91
C 3.36 -1.82 3.30
O 2.54 -2.95 2.97
C 1.92 -2.78 1.66
C 0.55 -2.03 1.95
O -0.06 -1.54 0.77
C -0.90 -2.51 0.12
P -2.57 -1.80 -0.55
C -4.22 -1.29 -1.35
C -5.45 -0.82 -0.53
C -5.32 0.46 0.31
F -4.40 0.70 1.28
C -6.19 1.46 0.12
F -5.87 2.75 0.37
F -7.46 1.27 -0.32
C -3.06 -3.66 -1.00
O -2.75 -4.03 -2.39
C -3.75 -4.78 -2.94
C -3.55 -6.34 -2.93
O -4.74 -4.35 -3.46
P -3.26 -2.19 1.55
O -2.55 -1.30 2.56
O -2.15 -0.15 -0.32
C -1.49 0.48 -1.41
C -0.23 1.19 -0.77
C -0.66 2.08 0.46
C -0.91 3.62 0.29
N -0.83 1.61 1.63
C -2.31 1.75 -1.92
O -3.50 1.92 -1.64
O -1.71 2.66 -2.61
C -1.20 -0.63 -2.55
C 0.30 -1.12 -2.60
C 1.29 -0.16 -3.35
C 2.77 -0.66 -3.20
N 3.75 0.19 -3.89
O 3.08 -1.66 -2.62
S -1.73 -0.31 -4.29
O -1.15 0.89 -4.90
O -3.17 -0.18 -4.47
C -1.24 -1.71 -5.46
F -0.13 -1.40 -6.20
F -2.23 -1.84 -6.38
F -1.13 -2.92 -4.87
O -1.92 -1.78 -2.19
H 5.14 -1.42 2.08
H 5.55 -2.07 3.77
H 4.88 -3.15 2.49
H 2.96 -0.89 2.82
H 3.31 -1.62 4.40
H 1.77 -3.80 1.26
H 2.61 -2.14 1.06
H -0.12 -2.62 2.62
H 0.84 -1.13 2.54
H -1.04 -3.35 0.85
H -0.41 -2.99 -0.77
H -3.98 -0.45 -2.05
H -4.58 -2.10 -2.05
H -6.25 -0.59 -1.28
H -5.89 -1.70 0.03
H -4.14 -3.87 -0.76
H -2.48 -4.41 -0.39
H -3.76 -6.67 -1.88
H -4.26 -6.76 -3.67
H -2.50 -6.53 -3.23
H -4.64 -2.05 1.82
H -2.93 -3.54 1.98
H 0.26 1.91 -1.47
H 0.58 0.48 -0.46
H -0.06 4.04 -0.30
H -1.04 4.07 1.30
H -1.89 3.73 -0.24
H -0.66 0.60 1.61
H 0.41 -2.12 -3.09
H 0.73 -1.26 -1.58
H 1.30 0.87 -2.92
H 1.13 -0.05 -4.44
H 4.34 -0.37 -4.51
H 4.39 0.60 -3.21
O 5.84 -2.58 6.57
P 6.00 -3.08 8.00
N 5.91 -4.76 7.63
C 4.71 -5.57 7.66
C 6.79 -5.19 6.55
N 4.54 -2.35 8.57
C 3.24 -3.00 8.57
C 4.38 -0.95 8.18
N 6.33 -3.52 9.66
C 7.32 -4.55 9.98
C 6.22 -2.50 10.72
H 4.95 -6.62 7.47
H 3.98 -5.26 6.91
H 4.26 -5.57 8.65
H 7.76 -4.70 6.62
H 6.36 -4.96 5.56
H 6.97 -6.26 6.60
H 2.93 -3.31 7.57
H 2.47 -2.33 8.97
H 3.23 -3.85 9.25
H 3.98 -0.85 7.16
H 5.34 -0.43 8.22
H 3.71 -0.43 8.87
H 6.83 -5.51 10.10
H 7.87 -4.36 10.91
H 8.08 -4.64 9.20
H 5.28 -2.63 11.25
H 6.25 -1.49 10.31
H 7.03 -2.55 11.45
O -0.88 6.87 -4.98
P -1.82 6.71 -6.17
N -2.71 8.16 -5.90
C -3.94 8.28 -5.15
C -1.89 9.35 -5.70
N -2.55 5.26 -5.61
C -3.73 5.19 -4.77
C -1.59 4.24 -5.16
N -2.74 6.49 -7.65
C -2.93 7.61 -8.59
C -2.73 5.19 -8.32
H -4.34 9.30 -5.21
H -3.81 8.04 -4.09
H -4.72 7.65 -5.59
H -1.04 9.35 -6.39
H -1.50 9.41 -4.67
H -2.46 10.26 -5.90
H -3.60 5.72 -3.82
H -3.98 4.16 -4.53
H -4.61 5.58 -5.30
H -1.25 4.41 -4.13
H -0.71 4.22 -5.81
H -2.03 3.24 -5.21
H -3.89 8.10 -8.38
H -2.96 7.29 -9.63
H -2.13 8.34 -8.51
H -3.65 4.65 -8.10
H -1.89 4.57 -8.00
H -2.65 5.26 -9.41
```

Its net charge is -2. As for the spin multiplicity: 1. Its energy is -5191.3917 a.u.

Here are the Mulliken charges for atoms 1 to 5, given in e: number 1, C, carries -1.0631; number 2, C, carries 0.2553; number 3, O, carries -0.4572; number 4, C, carries -0.6144; number 5, C, carries -0.3552

***

(2)
Density functional theory data (ωB97M-V/def2-TZVPD) for a cluster of 9 separate species, C34H70O9 in total in a non-equilibrium geometry.

Structure (XYZ):
```
113
C34H70O9 | OMol25 | ωB97M-V/def2-TZVPD
C -4.03 3.11 -1.16
C -2.79 2.38 -1.61
C -3.30 1.06 -2.23
O -4.62 1.33 -2.53
C -5.10 2.10 -1.38
H -4.29 3.94 -1.82
H -4.04 3.51 -0.14
H -2.08 2.30 -0.78
H -2.33 2.92 -2.43
H -3.17 0.11 -1.72
H -2.68 0.85 -3.10
H -5.22 1.40 -0.55
H -6.10 2.54 -1.45
C 4.38 3.21 1.27
C 4.14 4.66 1.53
C 3.19 4.78 2.79
O 2.79 3.46 2.88
C 3.04 2.65 1.75
H 5.19 2.86 1.92
H 4.53 2.95 0.22
H 3.54 5.10 0.74
H 5.09 5.19 1.66
H 2.27 5.28 2.49
H 3.68 5.10 3.70
H 2.31 2.69 0.95
H 3.19 1.60 2.03
C 0.96 1.21 -5.30
C 0.46 2.43 -6.15
C -0.23 3.19 -5.03
O -0.70 2.19 -4.15
C 0.21 1.13 -4.01
H 2.00 1.33 -5.00
H 0.95 0.21 -5.74
H -0.28 2.21 -6.92
H 1.37 2.90 -6.51
H -0.99 3.86 -5.42
H 0.47 3.91 -4.60
H -0.28 0.16 -3.93
H 0.78 1.42 -3.12
C -2.08 -4.57 1.99
C -1.06 -4.81 0.89
C 0.12 -3.88 1.23
O -0.47 -2.92 2.10
C -1.61 -3.44 2.76
H -2.29 -5.49 2.54
H -3.02 -4.24 1.55
H -1.57 -4.54 -0.03
H -0.81 -5.85 0.68
H 0.56 -3.48 0.32
H 0.89 -4.44 1.75
H -2.41 -2.74 3.00
H -1.31 -3.76 3.76
C 3.10 -2.12 3.58
C 1.99 -1.05 3.63
C 1.19 -1.56 4.85
O 2.14 -2.21 5.74
C 3.11 -2.82 4.92
H 4.08 -1.70 3.33
H 2.94 -2.75 2.70
H 1.42 -1.03 2.70
H 2.43 -0.10 3.90
H 0.40 -2.22 4.48
H 0.65 -0.76 5.37
H 2.82 -3.86 4.85
H 4.10 -2.89 5.38
C -2.97 -3.69 -3.22
C -3.08 -5.19 -3.13
C -2.17 -5.54 -4.29
O -1.11 -4.59 -4.17
C -1.46 -3.43 -3.40
H -3.36 -3.22 -2.32
H -3.44 -3.32 -4.13
H -4.10 -5.56 -3.19
H -2.70 -5.57 -2.18
H -2.72 -5.34 -5.21
H -1.73 -6.53 -4.41
H -1.20 -2.61 -4.07
H -0.99 -3.33 -2.42
C 2.08 -2.21 -1.74
C 3.09 -2.10 -0.66
C 3.81 -0.76 -0.93
O 3.11 -0.12 -2.11
C 2.53 -1.23 -2.85
H 1.17 -1.80 -1.30
H 1.82 -3.22 -2.07
H 3.85 -2.87 -0.85
H 2.71 -2.24 0.35
H 4.84 -1.05 -1.14
H 3.81 -0.07 -0.08
H 3.26 -1.66 -3.54
H 1.71 -0.94 -3.51
C -1.26 5.22 4.31
C -0.61 4.43 3.20
C -1.65 3.24 3.04
O -2.11 3.05 4.34
C -2.18 4.32 5.07
H -1.80 6.02 3.80
H -0.43 5.58 4.92
H 0.36 4.05 3.51
H -0.37 5.01 2.31
H -1.15 2.29 2.82
H -2.33 3.43 2.21
H -1.83 4.10 6.08
H -3.13 4.83 4.98
C -0.02 0.62 -0.17
C -1.13 -0.26 0.40
O -1.30 -1.47 -0.43
H 0.08 1.56 0.37
H -0.10 0.66 -1.25
H 0.92 0.08 0.00
H -2.13 0.16 0.29
H -0.94 -0.56 1.43
H -1.28 -2.18 0.22
```

The expectation value of S² is 0.750. The calculation puts the relative energy (zero: lowest compared OMol25 entry of this formula, charge and spin) at 0.0 kJ/mol. Its net charge is -1. As for the spin multiplicity: 2.

Here are the Mulliken charges for atoms 1 to 5, given in e: number 1, C, carries -0.6945; number 2, C, carries 0.8977; number 3, C, carries 0.8896; number 4, O, carries -0.5039; number 5, C, carries -0.8601

***

(3)
Density functional theory data (ωB97M-V/def2-TZVPD) for a cluster of 5 separate species, C34H71BN6O4S in total in a non-equilibrium geometry.

Structure (XYZ):
```
117
C34H71BN6O4S | OMol25 | ωB97M-V/def2-TZVPD
C -4.27 1.12 0.40
S -3.12 -0.06 1.06
O -1.80 0.53 1.19
O -3.70 -0.48 2.31
C -3.03 -1.35 -0.17
C -2.49 -1.03 -1.41
C -2.00 0.33 -1.84
B -0.64 0.28 -2.66
O -0.61 0.85 -3.91
O 0.51 -0.29 -2.18
C -2.39 -2.04 -2.40
C -2.81 -3.31 -2.14
C -3.36 -3.67 -0.89
N -3.75 -4.97 -0.71
C -4.27 -5.19 0.46
C -4.42 -4.21 1.47
N -4.02 -2.99 1.31
C -3.47 -2.69 0.10
H -5.23 0.61 0.37
H -4.03 1.42 -0.61
H -4.34 1.95 1.08
H -2.76 0.77 -2.49
H -1.86 1.02 -1.01
H -0.06 0.35 -4.51
H 0.55 -0.17 -1.22
H -1.99 -1.82 -3.38
H -2.75 -4.07 -2.90
H -4.61 -6.19 0.68
H -4.87 -4.49 2.41
C 3.06 6.68 -4.17
C 1.88 6.21 -3.34
N 0.77 5.71 -4.14
C -0.45 5.53 -3.37
C -0.46 4.48 -2.26
C 1.10 4.64 -5.07
C 1.71 3.36 -4.49
H 2.75 7.43 -4.91
H 3.81 7.14 -3.53
H 3.55 5.86 -4.70
H 1.51 7.07 -2.77
H 2.23 5.48 -2.61
H -1.26 5.31 -4.07
H -0.71 6.50 -2.93
H -0.50 3.47 -2.65
H -1.34 4.62 -1.63
H 0.41 4.56 -1.60
H 1.78 5.04 -5.82
H 0.19 4.39 -5.62
H 2.50 3.57 -3.76
H 2.16 2.77 -5.29
H 0.97 2.73 -4.01
C -0.58 -6.62 1.22
C -0.71 -6.44 2.73
N -1.73 -7.28 3.32
C -2.05 -6.92 4.69
C -0.95 -7.07 5.74
C -1.59 -8.70 3.06
C -0.29 -9.39 3.49
H -1.54 -6.47 0.73
H 0.13 -5.88 0.82
H -0.20 -7.60 0.95
H -0.99 -5.40 2.92
H 0.28 -6.58 3.19
H -2.93 -7.49 5.00
H -2.38 -5.87 4.68
H -0.77 -8.11 6.00
H -1.25 -6.55 6.66
H -0.01 -6.63 5.41
H -1.72 -8.87 1.98
H -2.44 -9.22 3.51
H 0.59 -8.80 3.23
H -0.20 -10.35 2.99
H -0.27 -9.58 4.56
C -0.66 9.61 -6.41
C -0.19 9.58 -4.96
N 0.01 10.89 -4.39
C 0.72 10.85 -3.12
C 0.05 10.16 -1.93
C -1.13 11.79 -4.45
C -2.44 11.33 -3.80
H 0.03 10.20 -7.03
H -0.69 8.60 -6.81
H -1.66 10.03 -6.51
H 0.77 9.04 -4.94
H -0.90 8.97 -4.38
H 0.97 11.88 -2.83
H 1.68 10.36 -3.30
H -0.76 10.75 -1.51
H 0.78 10.00 -1.14
H -0.35 9.18 -2.20
H -1.33 12.01 -5.50
H -0.83 12.75 -4.02
H -2.68 10.30 -4.05
H -3.26 11.95 -4.17
H -2.43 11.43 -2.72
C 3.80 -7.79 3.40
C 3.66 -6.44 4.09
N 3.42 -6.54 5.52
C 3.02 -5.28 6.11
C 4.03 -4.13 6.10
C 4.38 -7.33 6.27
C 5.86 -6.91 6.20
H 2.93 -8.43 3.58
H 3.88 -7.64 2.32
H 4.70 -8.33 3.72
H 2.81 -5.92 3.64
H 4.55 -5.84 3.86
H 2.70 -5.46 7.14
H 2.12 -4.94 5.60
H 4.83 -4.28 6.83
H 3.53 -3.20 6.36
H 4.49 -3.99 5.12
H 4.31 -8.36 5.93
H 4.06 -7.35 7.31
H 6.17 -6.68 5.18
H 6.49 -7.73 6.56
H 6.07 -6.04 6.83
```

The calculation puts the relative energy (zero: lowest compared OMol25 entry of this formula, charge and spin) at 0.0 kJ/mol. As for the spin multiplicity: 1.

Here are the Mulliken charges for atoms 1 to 5, given in e: number 1, C, carries -1.0097; number 2, S, carries 1.4771; number 3, O, carries -0.6778; number 4, O, carries -0.6444; number 5, C, carries -0.0988

***

(4)
Density functional theory data (ωB97M-V/def2-TZVPD) for a cluster of 10 separate species, C34H72BBr18FN4OP in total in a non-equilibrium geometry.

Structure (XYZ):
```
132
C34H72BBr18FN4OP | OMol25 | ωB97M-V/def2-TZVPD
C -2.94 -1.04 -0.21
C -1.82 -0.77 -1.22
C -1.04 0.50 -0.90
C -0.16 0.31 0.35
C 1.33 0.19 0.03
C 2.16 -0.50 1.14
C 3.09 -1.60 0.62
C 4.48 -1.06 0.24
C 5.67 -1.61 1.06
C 6.70 -2.41 0.28
C 7.24 -1.75 -1.00
C 8.41 -0.82 -0.76
C 9.15 -0.47 -2.04
F 10.17 -1.39 -2.24
N 7.70 -2.94 -1.78
C 6.69 -3.85 -1.45
N 6.20 -4.62 -2.39
P 4.70 -5.60 -2.27
C 4.21 -5.38 -4.02
C 5.42 -7.27 -2.39
N 6.18 -3.73 -0.20
B 6.42 -4.91 0.74
N 5.51 -6.04 0.72
O 7.46 -4.84 1.61
H -2.66 -1.85 0.47
H -3.14 -0.16 0.41
H -3.86 -1.36 -0.70
H -2.19 -0.75 -2.24
H -1.10 -1.59 -1.16
H -1.75 1.32 -0.73
H -0.42 0.78 -1.75
H -0.47 -0.62 0.85
H -0.32 1.14 1.05
H 1.43 -0.36 -0.91
H 1.71 1.20 -0.11
H 1.47 -0.95 1.86
H 2.75 0.25 1.64
H 3.18 -2.40 1.36
H 2.64 -2.06 -0.27
H 4.66 -1.25 -0.82
H 4.48 0.02 0.36
H 6.21 -0.81 1.56
H 5.29 -2.24 1.86
H 7.57 -2.54 0.94
H 6.45 -1.25 -1.56
H 8.11 0.09 -0.25
H 9.13 -1.33 -0.11
H 8.51 -0.50 -2.91
H 9.62 0.52 -1.98
H 8.63 -3.23 -1.49
H 6.70 -4.55 -3.27
H 3.40 -4.67 -4.07
H 3.90 -6.35 -4.40
H 5.04 -5.05 -4.65
H 5.69 -7.55 -3.41
H 4.64 -7.94 -2.03
H 6.30 -7.39 -1.75
H 6.08 -6.87 0.61
H 5.15 -6.17 1.67
H 8.25 -4.40 1.32
Br 2.49 -8.44 0.38
C 3.01 -9.27 2.06
C 2.45 -8.53 3.24
Br 3.39 -6.86 3.61
H 4.10 -9.30 2.07
H 2.61 -10.28 2.03
H 2.56 -9.12 4.15
H 1.41 -8.26 3.11
Br 1.39 4.44 2.17
C 1.95 5.78 0.87
C 0.85 6.12 -0.10
Br 0.57 4.73 -1.44
H 2.83 5.38 0.37
H 2.21 6.65 1.45
H 1.11 7.01 -0.66
H -0.11 6.26 0.39
Br -3.25 5.57 -4.00
C -3.39 3.89 -3.03
C -4.28 4.00 -1.82
Br -3.36 4.93 -0.38
H -2.38 3.60 -2.76
H -3.81 3.18 -3.74
H -4.52 3.01 -1.43
H -5.20 4.54 -2.01
Br -5.88 1.04 0.46
C -7.12 0.47 1.85
C -6.39 0.05 3.09
Br -5.59 -1.70 2.85
H -7.71 -0.34 1.42
H -7.76 1.33 2.03
H -7.09 -0.05 3.92
H -5.60 0.74 3.36
Br -10.81 -0.17 1.57
C -11.41 1.66 1.82
C -11.23 2.50 0.59
Br -9.36 2.96 0.31
H -10.85 2.06 2.67
H -12.47 1.59 2.08
H -11.76 3.45 0.70
H -11.56 2.00 -0.31
Br 6.72 4.13 0.83
C 7.86 3.66 -0.67
C 7.06 3.38 -1.92
Br 6.14 1.67 -1.81
H 8.44 2.81 -0.36
H 8.52 4.51 -0.83
H 7.71 3.32 -2.79
H 6.29 4.13 -2.10
Br -6.85 -2.41 -0.69
C -7.13 -4.31 -0.39
C -8.47 -4.59 0.24
Br -8.50 -4.15 2.13
H -6.31 -4.65 0.23
H -7.07 -4.77 -1.37
H -8.70 -5.65 0.19
H -9.27 -4.03 -0.23
Br -3.78 10.17 -2.73
C -3.43 8.70 -1.51
C -3.25 9.19 -0.10
Br -1.52 10.06 0.17
H -2.56 8.18 -1.89
H -4.29 8.05 -1.57
H -3.27 8.35 0.59
H -4.00 9.92 0.18
Br -8.44 7.01 1.09
C -9.74 6.55 2.46
C -9.09 6.15 3.75
Br -8.32 4.38 3.64
H -10.35 5.75 2.05
H -10.35 7.44 2.60
H -9.82 6.11 4.56
H -8.29 6.83 4.03
```

Its net charge is +1. As for the spin multiplicity: 1. Its energy is -48431.1992 a.u.

Here are the Mulliken charges for atoms 1 to 5, given in e: number 1, C, carries -0.7248; number 2, C, carries -0.7620; number 3, C, carries -0.5856; number 4, C, carries -0.7926; number 5, C, carries -0.5989

***

Question: Among the records above, which one has the highest spin multiplicity?
Answer: C34H70O9

***

Question: Which of these has the highest spin multiplicity?
Answer: C34H70O9